This record from OMol25 describes C24H54CaClN3 as an isolated structure. The level of theory is ωB97M-V/def2-TZVPD.

Geometry as XYZ:
```
83
Properties=species:S:1:pos:R:3:forces:R:3:lowdin_spin:R:1
Ca -1.567655 -0.911655 -3.899548 -0.36 -0.13 0.76 0.7186
Cl -1.858679 -0.874218 -1.183836 0.32 0.14 -0.87 0.1218
C -5.140969 3.199503 -1.314920 -1.24 1.17 0.18 0.0002
C -3.728360 3.021798 -0.842795 1.83 -0.14 -0.12 0.0007
C -2.789758 4.171892 -1.284474 0.93 -0.24 -1.00 0.0001
N -1.249965 3.803500 -1.145272 0.76 -1.57 1.74 0.0016
C -0.866238 3.312955 0.339316 -0.27 -0.28 -1.34 0.0003
C -0.210605 4.944528 -1.418343 -3.35 -0.69 -0.94 0.0004
C 1.013602 4.349246 -2.102705 1.15 0.00 1.81 0.0005
C 0.759044 2.859819 -2.219846 -1.10 -1.54 -0.49 0.0065
C -0.753182 2.713156 -2.172410 -1.01 0.17 1.63 0.0212
H -5.291843 3.295075 -2.390192 0.56 0.08 -0.11 0.0001
H -5.497890 4.127097 -0.867398 -0.16 0.29 -0.21 0.0000
H -5.930924 2.506069 -1.026460 0.68 -0.59 0.42 0.0000
H -3.285489 2.091910 -1.199552 -0.05 -0.22 -0.11 0.0012
H -3.586289 3.009334 0.237827 -0.69 -0.24 0.20 0.0001
H -3.029782 5.128276 -0.819917 0.50 -0.15 0.69 0.0000
H -2.876172 4.432412 -2.339349 -0.07 -0.41 -0.27 0.0000
H -1.219450 2.313914 0.594802 -0.14 -0.18 -0.78 0.0003
H -1.263221 3.915374 1.156385 -0.01 0.75 -0.63 0.0000
H 0.223737 3.308003 0.343312 -0.16 0.07 0.19 0.0000
H -0.218434 5.392684 -0.424761 0.86 0.83 -0.68 0.0001
H -0.825345 5.426799 -2.178345 0.49 1.28 0.31 0.0000
H 1.809911 4.491261 -1.372066 0.50 0.10 -0.43 0.0000
H 1.291517 4.862928 -3.023034 -0.28 -0.12 0.09 0.0000
H 1.167526 2.165663 -1.485412 0.22 0.83 0.93 0.0005
H 1.103163 2.275650 -3.073324 0.10 0.91 -0.81 0.0085
H -1.058841 1.766629 -1.726607 -0.12 -0.13 -0.38 0.0096
H -1.262194 2.883660 -3.121069 0.00 0.25 0.09 0.0109
C -1.598101 1.189629 6.667380 0.82 -0.38 0.91 0.0000
C -1.917750 0.605475 5.328555 0.66 -0.52 -1.20 0.0000
C -0.951054 -0.624965 5.015581 -1.59 0.55 -0.40 0.0000
N -0.952635 -1.105984 3.533592 -1.09 -0.97 0.99 0.0000
C -0.052860 -0.265155 2.732923 0.34 -0.49 0.96 0.0003
C -2.370887 -1.206220 2.907183 0.62 0.03 -0.22 0.0004
C -2.338649 -2.509486 2.153255 -2.00 0.52 -0.41 0.0009
C -1.678289 -3.394675 3.091012 0.62 -1.82 1.44 0.0001
C -0.492972 -2.565570 3.562549 0.32 -1.14 -1.10 0.0000
H -0.661088 1.745263 6.704687 -0.18 0.23 -0.03 0.0000
H -1.445389 0.320618 7.307382 0.06 0.03 0.43 0.0000
H -2.423445 1.726385 7.135138 0.16 0.25 -0.36 0.0000
H -1.864332 1.292204 4.483779 0.15 0.40 0.10 0.0000
H -2.979490 0.375652 5.418026 0.09 -0.91 -0.49 0.0000
H -1.286033 -1.453689 5.639361 0.03 -0.17 -0.23 0.0000
H 0.115988 -0.493248 5.194940 -0.19 0.55 0.39 0.0000
H 0.896501 -0.388981 3.253964 0.34 0.38 -0.48 0.0000
H -0.408034 0.758415 2.852304 0.18 -0.02 -0.58 0.0000
H -0.000597 -0.702359 1.735815 -0.13 0.59 -0.09 0.0004
H -2.586509 -0.492807 2.111785 0.20 1.00 0.88 0.0007
H -3.009618 -1.190859 3.790294 -0.43 0.01 -0.57 0.0000
H -1.893120 -2.385760 1.166190 0.26 -0.07 0.08 0.0012
H -3.366732 -2.840165 2.005618 -0.07 0.10 -0.33 0.0002
H -1.394614 -4.354339 2.658950 0.44 0.09 -0.01 0.0000
H -2.353401 -3.688987 3.894577 -0.07 0.29 0.22 0.0000
H 0.201316 -2.763031 2.745801 0.54 0.76 0.09 0.0000
H -0.011771 -2.913712 4.476522 -0.22 0.62 0.16 0.0000
C 4.354250 -1.623228 -5.764144 0.61 -0.65 -1.60 0.0003
C 3.864755 -1.520015 -4.379207 -1.06 -0.30 2.52 0.0027
C 3.429773 -2.892936 -3.654108 -1.20 2.09 -0.28 0.0028
N 3.133065 -2.755043 -2.084972 2.16 0.09 -1.99 0.0011
C 4.490515 -2.647739 -1.274006 -1.83 0.02 -0.78 0.0007
C 2.392677 -4.021467 -1.679640 -0.92 1.46 0.26 0.0007
C 1.445049 -3.569794 -0.525409 1.39 -0.28 0.47 0.0010
C 1.636730 -2.049161 -0.399502 -0.96 0.57 -0.31 0.0015
C 2.177487 -1.565050 -1.770890 0.88 -1.90 1.25 0.0201
H 5.039310 -2.470532 -5.793643 0.43 0.36 -0.63 0.0000
H 4.747021 -0.694818 -6.178734 0.94 0.05 0.80 0.0000
H 3.636278 -1.735070 -6.576619 -0.79 -0.87 0.54 0.0002
H 3.044606 -0.802170 -4.391843 -0.50 -0.22 0.40 0.0050
H 4.577220 -1.059319 -3.694917 0.52 0.06 -0.30 0.0000
H 4.060191 -3.750403 -3.889505 0.30 0.19 0.54 0.0000
H 2.433701 -3.125305 -4.030867 0.04 -0.19 -0.12 0.0048
H 5.131269 -3.520149 -1.402212 -0.48 -0.19 -0.23 0.0000
H 4.109514 -2.602128 -0.253780 0.76 0.37 0.05 0.0000
H 5.039540 -1.789314 -1.661003 -0.28 0.15 0.47 0.0000
H 3.162267 -4.722901 -1.357449 -0.46 -0.28 -0.39 0.0000
H 1.774313 -4.294231 -2.534811 0.52 -0.54 0.03 0.0011
H 1.856354 -4.115257 0.323943 -0.48 0.30 0.48 0.0000
H 0.387714 -3.820920 -0.609473 0.23 -0.19 -0.48 0.0008
H 2.239679 -1.735200 0.452541 0.49 -0.16 -0.27 0.0002
H 0.675067 -1.577911 -0.196422 -0.15 0.04 -0.29 0.0010
H 2.690417 -0.605237 -1.709632 0.18 -0.25 -0.31 0.0005
H 1.437590 -1.591616 -2.570865 -0.13 0.14 0.14 0.0476
```
Positions in Å, forces in eV/Å.

## Properties
Multiplicity: 2
Kohn-Sham gap (alpha / beta) (eV): 6.23 / 9.35
Strongest force on any atom (eV/A): 3.55
HOMO (alpha / beta) (eV): -13.13 / -17.57
E_tot (a.u.): -2247.91947
Expectation value of S²: 0.750
Total charge: +3